1.
# C6H12NP

C6H12NP as an isolated structure (ωB97M-V/def2-TZVPD, the Open Molecules 2025 dataset).

The geometry in XYZ format:
```
20
Properties=species:S:1:pos:R:3:forces:R:3
C 0.0944 -0.6225 0.2865 -1.25 -0.88 0.29
C -1.1524 -0.6095 -0.5128 -0.54 -0.13 -0.64
C -0.8231 0.3844 -1.6089 1.88 -0.38 -2.47
C 0.2565 -0.2467 1.5308 -0.31 -1.84 0.72
C 0.1781 1.4303 -1.0941 1.35 -2.38 -0.54
C -0.9437 -0.1319 2.4707 2.40 -2.58 0.59
N 1.2396 -0.9074 -0.5594 -1.64 -0.32 1.09
P 1.7016 0.5724 -1.0628 0.83 3.33 -0.55
H -1.3657 -1.6330 -0.8458 0.00 0.22 -0.33
H -2.0787 -0.2059 -0.0923 0.47 -0.28 0.84
H -0.3833 -0.0601 -2.5622 -0.39 -0.39 1.18
H -1.6565 0.8175 -2.0765 -1.55 0.97 0.04
H 1.3052 -0.4265 1.7462 0.05 0.78 1.37
H 0.0098 2.3962 -1.4523 0.39 1.52 -0.34
H -0.8354 -0.8795 3.3254 0.18 1.03 -0.80
H -1.7513 -0.5693 1.9179 -0.93 0.80 -0.06
H -0.9746 0.8348 2.8882 -0.87 1.16 0.33
H 1.8999 -1.4553 -0.0648 0.85 -0.60 0.19
H 2.6688 1.2997 -0.2042 -0.87 -0.70 -0.71
H 2.6109 0.0124 -2.0296 -0.04 0.66 -0.19
```
Positions in Å, forces in eV/Å.

Computed properties:
HOMO-LUMO gap = 7.97 eV
E_tot = -631.76807 Eh
HOMO = -6.96 eV
Net charge = 0
ΔE to the lowest compared entry with this formula, charge and spin = 229.5 kJ/mol

---

2.
# C21H28O2

The molecule C21H28O2 (ωB97M-V/def2-TZVPD, the Open Molecules 2025 dataset).

The geometry in XYZ format:
```
51
Properties=species:S:1:pos:R:3:forces:R:3
C 2.3451 -3.6765 1.3860 0.68 -0.11 0.78
C 2.7653 -2.0949 1.2452 0.12 -0.32 -0.36
C 2.2156 -1.3960 -0.1715 0.17 0.13 1.30
C 3.5310 -0.6736 -0.8457 -0.76 0.32 -0.62
C 3.1881 0.3243 -2.1077 -0.67 -0.65 -0.41
C 2.1621 1.5436 -1.7074 0.10 0.08 -1.27
C 2.8520 2.7896 -0.8953 0.39 -0.30 -0.13
C 2.5911 2.7946 0.7240 -0.25 0.75 0.72
C 1.0350 2.5317 1.1765 -0.53 -2.27 2.66
C 0.7405 1.6722 2.3929 -0.89 2.32 -3.85
C -0.8678 1.4043 2.7657 -1.10 0.10 3.98
O -1.3165 1.3407 4.0330 2.73 0.11 -8.08
C -1.8600 1.2621 1.4267 -1.92 -0.32 -3.09
C -3.1264 0.2196 1.3283 1.68 2.99 -2.87
C -3.9657 0.1786 -0.0829 1.01 1.55 0.01
C -5.2311 -0.8985 -0.2564 1.95 0.01 -0.76
C -4.5552 -2.2088 -1.0450 0.92 0.60 -0.01
C -3.3131 -2.8929 -0.1938 -0.36 -0.63 -0.20
C -3.6679 1.1355 -1.3964 3.02 0.59 3.75
C -2.4019 2.1815 -1.3035 -1.28 -2.71 3.26
C -1.5272 2.2039 0.0851 -1.30 -1.19 0.12
C -0.1922 3.1971 0.2552 -0.13 3.40 -1.65
O -0.0922 4.4090 -0.3037 -0.47 -7.55 3.30
H 1.2433 -3.8358 1.7953 2.26 0.42 -1.19
H 2.5437 -4.2755 0.3793 -0.61 1.38 2.13
H 3.0593 -4.1461 2.2091 -1.51 0.84 -1.71
H 2.3855 -1.4918 2.1949 0.75 -1.26 -2.05
H 3.9524 -2.0173 1.2375 -2.53 -0.26 0.07
H 1.7073 -2.2116 -0.8651 1.20 1.76 1.36
H 1.3807 -0.6273 0.1843 1.78 -1.47 -1.12
H 4.2141 -1.5400 -1.2642 -1.08 1.85 1.14
H 4.0363 -0.0330 -0.0016 -0.68 -1.43 -1.62
H 4.1643 0.7193 -2.6644 -2.01 -0.71 1.47
H 2.6304 -0.3473 -2.9217 1.11 1.44 1.69
H 1.7626 1.9980 -2.7357 0.81 -1.02 2.20
H 1.2319 1.0615 -1.1864 1.74 1.11 -0.75
H 2.5231 3.8098 -1.3949 0.50 -2.14 1.33
H 4.0204 2.7064 -1.0648 -2.33 0.21 0.44
H 3.2844 2.0249 1.3175 -1.67 1.49 -1.47
H 2.8987 3.8641 1.1449 -0.71 -2.19 -0.94
H 1.6085 1.1829 3.0143 -2.04 1.17 -1.21
H -3.3627 -0.4504 2.2814 0.38 1.59 -2.48
H -6.0091 -0.4258 -0.9943 1.32 -0.84 1.77
H -5.6616 -1.2028 0.7883 0.72 0.70 -2.10
H -4.0548 -1.7653 -2.0310 -1.39 -1.05 1.97
H -5.3404 -3.0314 -1.3205 1.36 1.75 0.55
H -2.2716 -2.6756 -0.6971 -2.13 -0.23 1.18
H -3.4640 -4.0620 -0.2365 0.38 2.33 0.25
H -3.3120 -2.5519 0.9354 0.08 -0.72 -2.37
H -4.3221 1.0989 -2.3914 1.54 -0.07 2.58
H -2.1573 2.8783 -2.2218 -0.37 -1.52 2.29
```
Positions in Å, forces in eV/Å.

Computed properties:
HOMO-LUMO gap = 7.32 eV
E_tot = -966.86218 Eh
HOMO = -8.83 eV
Structure (SMILES) = CCCCCCCCC1=CC(=O)c2cc(CCC)ccc2C1=O
Net charge = 0
ΔE to the lowest compared entry with this formula, charge and spin = 1513.0 kJ/mol

---

3.
# C34H30FeN6O2S2

C34H30FeN6O2S2 as an isolated structure (ωB97M-V/def2-TZVPD, the Open Molecules 2025 dataset).

The geometry in XYZ format:
```
75
Properties=species:S:1:pos:R:3:forces:R:3
Fe 0.0090 0.6374 -0.1151 0.52 -0.43 0.81
O 3.3736 -0.4309 -1.6782 -0.02 0.01 0.09
S 3.0672 0.8678 -1.1448 0.39 0.17 -0.35
O 4.1713 1.6805 -0.6872 -0.24 -0.07 -0.08
N 1.9494 0.7791 0.0254 0.07 -0.08 0.21
C 2.4219 0.4531 1.3049 -0.04 0.06 0.07
C 3.7208 0.3142 1.7523 -0.17 -0.02 0.18
C 3.9768 0.0387 3.1120 -0.15 0.02 0.01
C 2.9782 -0.0929 4.0363 -0.12 0.02 -0.14
C 1.6321 0.0025 3.6079 0.27 0.14 0.16
C 0.5187 -0.1649 4.4581 0.06 0.04 0.02
C -0.7488 -0.1177 3.9523 -0.02 0.03 -0.23
C -0.9181 0.0891 2.5722 0.17 -0.06 0.18
N 0.1065 0.2600 1.7635 -0.23 0.22 0.24
C 1.3788 0.2461 2.2474 0.05 0.10 0.02
C 2.3388 1.7819 -2.5004 0.07 -0.13 -0.02
C 3.1890 1.8117 -3.6023 0.01 0.00 -0.08
C 2.8089 2.4682 -4.7567 -0.02 0.03 -0.06
C 1.5739 3.0983 -4.8359 -0.02 -0.02 0.09
C 0.7280 3.0742 -3.7407 0.12 -0.07 0.00
C 1.1152 2.4214 -2.5742 -0.41 0.19 0.30
H 4.5567 0.4327 1.0878 0.04 -0.01 -0.09
H 5.0085 -0.0542 3.4177 0.06 -0.01 0.05
H 3.1962 -0.2854 5.0751 0.01 -0.02 0.10
H 0.6823 -0.3468 5.5104 0.03 -0.01 0.09
H -1.6166 -0.2545 4.5788 -0.04 -0.01 0.02
H -1.9005 0.0931 2.1236 -0.08 0.01 -0.04
H 4.1472 1.3186 -3.5545 0.09 -0.08 0.03
H 3.4794 2.4822 -5.6032 0.04 0.01 -0.05
H 1.2788 3.6049 -5.7431 -0.02 0.02 -0.04
H -0.2350 3.5611 -3.7808 -0.07 0.04 -0.01
H 0.4236 2.4573 -1.7322 0.30 -0.07 -0.27
N -3.6484 2.4947 0.1296 0.30 -0.12 -0.07
C -4.2470 1.3003 -0.2335 -0.09 -0.08 -0.04
C -5.5870 0.9533 -0.3663 0.14 -0.06 -0.02
C -5.8427 -0.3277 -0.8016 0.00 -0.02 -0.01
C -4.8029 -1.2161 -1.1164 0.02 0.01 0.00
C -3.4765 -0.8661 -0.9832 -0.04 0.07 0.07
C -3.1971 0.4136 -0.5015 -0.01 -0.04 -0.11
N -1.9799 1.0670 -0.2764 -0.54 0.21 0.13
C -2.3154 2.2990 0.0754 -0.01 0.12 0.08
C -1.2762 3.2760 0.3569 0.09 0.27 0.05
C -1.2808 4.6382 0.4487 0.09 -0.39 0.04
S 0.3205 5.1991 0.6689 -0.10 -0.15 0.01
C 0.9004 3.6043 0.6109 -0.50 -0.35 0.11
N -0.0379 2.6991 0.4551 0.35 0.62 -0.31
H -4.1128 3.3481 0.3907 0.01 -0.01 0.00
H -6.3830 1.6490 -0.1530 -0.07 0.08 0.03
H -6.8661 -0.6506 -0.9224 -0.05 -0.02 -0.01
H -5.0518 -2.1991 -1.4878 -0.01 -0.06 -0.02
H -2.6897 -1.5446 -1.2624 0.13 -0.11 0.00
H -2.1071 5.3189 0.3783 -0.14 0.11 0.00
H 1.9440 3.3531 0.6797 0.24 -0.05 -0.02
C 0.6990 -4.9947 1.1005 -0.05 -0.12 0.05
N 0.2592 -3.8185 1.8235 -0.04 -0.04 -0.03
C 1.3627 -2.9461 2.1467 0.05 -0.01 0.20
C -0.8477 -3.1171 1.1952 -0.19 0.05 0.16
C -0.5645 -2.5466 -0.1726 0.29 -0.02 -0.60
C -0.6973 -3.3834 -1.2939 -0.08 0.01 0.13
C -0.4490 -2.9727 -2.5971 0.08 0.19 -0.08
C -0.0288 -1.6714 -2.8639 0.00 -0.19 0.45
C 0.1166 -0.8589 -1.7480 0.06 0.09 -0.84
C -0.1387 -1.2610 -0.4792 -0.57 0.33 0.35
H 1.4004 -5.5504 1.7225 0.01 0.00 0.01
H 1.1978 -4.7695 0.1504 0.05 0.04 -0.10
H -0.1543 -5.6426 0.8966 -0.02 -0.03 0.00
H 2.1360 -3.5195 2.6584 0.01 0.00 0.01
H 1.0166 -2.1705 2.8298 0.01 -0.18 -0.09
H 1.8254 -2.4691 1.2710 0.03 0.04 -0.09
H -1.1642 -2.3190 1.8679 0.00 -0.04 0.04
H -1.6844 -3.8176 1.1126 0.04 0.02 -0.01
H -1.0512 -4.3938 -1.1305 0.01 -0.06 0.00
H -0.5824 -3.6719 -3.4102 -0.02 -0.03 -0.03
H 0.1892 -1.3300 -3.8632 0.01 0.05 -0.07
H 0.4853 0.1884 -1.8824 -0.18 -0.15 -0.60
```
Positions in Å, forces in eV/Å.

Computed properties:
2S+1 = 2
HOMO-LUMO gap (spin up / spin down) = 7.17 / 7.12 eV
E_tot = -3852.51534 Eh
HOMO (spin up / spin down) = -10.35 / -10.34 eV
Expectation value of S² = 0.7981
Net charge = +1
ΔE to the lowest compared entry with this formula, charge and spin = 145.6 kJ/mol

---

4.
# C6H7ClO

The molecule C6H7ClO (ωB97M-V/def2-TZVPD, the Open Molecules 2025 dataset).

The geometry in XYZ format:
```
15
Properties=species:S:1:pos:R:3:forces:R:3
C -1.4106 -1.3493 0.0234 -0.13 -0.32 -0.73
C -0.5613 -0.2327 0.4929 0.05 0.11 0.64
C -0.7918 0.5094 1.6058 0.65 -0.21 -0.65
O 0.1407 1.5003 1.7589 -0.34 -0.55 -0.38
C 0.9429 1.3666 0.6890 -0.05 -0.46 -0.49
Cl 2.1162 2.5844 0.5255 0.22 -0.04 -0.13
C 0.5993 0.3165 -0.1358 0.43 2.16 1.02
C 1.2183 0.0379 -1.4379 0.45 -1.10 -1.66
H -1.6076 -1.1856 -1.0590 -0.30 -0.32 0.69
H -0.9835 -2.3502 0.1361 0.39 0.21 -0.11
H -2.3193 -1.3955 0.6173 -0.32 0.21 -0.28
H -1.5396 0.4303 2.3403 -0.62 0.05 0.77
H 0.5999 -0.6783 -1.9986 0.17 0.00 0.21
H 2.2219 -0.4026 -1.3937 -0.19 -0.15 0.39
H 1.3743 0.8489 -2.1642 -0.42 0.40 0.70
```
Positions in Å, forces in eV/Å.

Computed properties:
HOMO-LUMO gap = 9.20 eV
E_tot = -768.23416 Eh
HOMO = -8.33 eV
Structure (SMILES) = Cc1coc(Cl)c1C
Net charge = 0
ΔE to the lowest compared entry with this formula, charge and spin = 78.8 kJ/mol

---

5.
# C41H46Cl4N5O8Zr

C41H46Cl4N5O8Zr as an isolated structure (ωB97M-V/def2-TZVPD, the Open Molecules 2025 dataset).

The geometry in XYZ format:
```
105
Properties=species:S:1:pos:R:3:forces:R:3
Zr 0.2105 0.0953 -0.1974 -0.18 1.67 -4.32
O 1.7252 1.9001 3.7621 -0.08 0.18 0.07
C 2.9023 1.2543 3.7686 0.12 -0.14 -0.26
C 3.8021 1.5652 4.7873 0.00 0.08 0.09
C 5.0037 0.8929 4.8940 -0.13 0.09 -0.03
C 5.3272 -0.1190 3.9954 0.11 -0.07 0.00
C 4.4434 -0.4311 2.9824 -0.08 -0.04 0.05
C 3.2433 0.2639 2.8340 -0.04 0.17 0.20
C 2.2947 -0.1160 1.7755 -0.37 -0.30 -0.09
O 1.4366 0.7489 1.3170 1.49 -0.21 1.49
N 2.2907 -1.3808 1.4355 0.84 -0.31 0.29
N 1.2410 -1.6696 0.6195 0.29 -1.01 1.08
C 0.7570 -2.8523 0.7281 0.72 0.36 -0.07
C -0.5675 -3.0759 0.2101 -1.00 -0.13 -0.56
C -1.2301 -4.2989 0.3078 0.56 0.16 0.09
C -2.5612 -4.3711 -0.0472 -0.39 0.21 -0.16
C -3.1976 -3.2244 -0.5023 0.20 -0.36 0.16
C -2.4544 -2.0612 -0.6099 -0.11 0.40 -0.14
N -1.1784 -1.9745 -0.2696 0.20 -0.67 0.45
H 1.2264 1.6904 2.9520 0.01 0.01 -0.07
H 3.5254 2.3421 5.4887 0.00 -0.01 0.00
H 5.6869 1.1647 5.6890 0.03 -0.05 0.00
H 6.2633 -0.6537 4.0885 -0.01 0.00 -0.02
H 4.6551 -1.2230 2.2756 0.05 0.03 -0.02
H 1.2778 -3.5968 1.3202 0.02 -0.03 0.03
H -0.6926 -5.1626 0.6771 -0.02 -0.01 0.01
H -3.1068 -5.3023 0.0315 0.04 -0.03 0.02
H -4.2402 -3.2343 -0.7835 0.00 0.05 -0.02
H -2.8988 -1.1519 -0.9921 0.01 0.00 0.01
O -2.8805 0.6396 2.4079 -0.12 -0.24 -0.11
Cl -1.6573 0.7098 1.6987 -2.11 1.11 2.49
O -0.9058 1.8490 2.0809 0.16 0.29 0.04
O -1.9105 0.7529 0.2663 -0.26 -0.05 -0.68
O -0.8660 -0.4848 1.9179 0.53 -0.51 -0.14
C 4.7370 2.8224 -1.6787 -0.06 0.03 -0.03
C 4.3653 1.7446 -0.6542 0.16 0.08 0.05
C 5.3016 1.9035 0.5528 -0.11 -0.01 -0.09
C 4.4381 0.3416 -1.2423 -0.02 -0.05 0.11
C 5.6921 -0.2199 -1.4468 0.06 0.07 -0.01
C 5.8386 -1.5137 -1.9079 0.05 -0.14 -0.04
C 4.7079 -2.2581 -2.1902 0.05 0.06 0.02
C 3.4325 -1.7238 -2.0483 -0.14 0.31 0.15
C 2.2766 -2.5298 -2.6001 0.21 -0.04 -0.08
C 2.3217 -4.0053 -2.1850 -0.14 0.14 0.06
C 2.3194 -2.4146 -4.1307 -0.17 0.07 0.06
C 3.2758 -0.4084 -1.5509 0.35 0.20 0.14
N 2.0197 0.2255 -1.4193 -0.69 -1.17 0.54
C 1.9106 1.3983 -2.1532 -0.35 1.14 -0.60
C 0.9921 2.3445 -1.8678 1.13 -0.09 -0.55
N 0.1643 2.2464 -0.7760 -0.52 -0.55 0.52
C -0.6458 3.3871 -0.5182 0.19 0.21 0.02
C -0.2178 4.3486 0.4268 -0.06 -0.10 -0.21
C -1.0140 5.4565 0.6830 0.06 0.07 0.06
C -2.2046 5.6598 0.0083 -0.05 0.05 -0.05
C -2.5950 4.7534 -0.9561 -0.03 0.04 -0.01
C -1.8335 3.6226 -1.2381 0.06 -0.14 0.17
C -2.2916 2.7064 -2.3503 -0.08 0.01 -0.07
C -2.0252 3.3495 -3.7161 0.03 -0.11 0.03
C -3.7700 2.3305 -2.2280 0.08 -0.05 0.04
C 1.1529 4.2411 1.0603 -0.02 0.22 0.02
C 1.2334 4.9026 2.4363 -0.03 -0.16 -0.09
C 2.1939 4.8667 0.1220 0.01 -0.12 0.02
H 4.8046 3.7955 -1.1857 0.00 0.00 -0.03
H 4.0009 2.8976 -2.4772 0.07 0.03 0.03
H 5.7093 2.5985 -2.1258 0.04 0.01 0.02
H 3.3413 1.9165 -0.3175 0.06 0.01 -0.01
H 6.3412 2.0193 0.2370 0.02 -0.01 0.01
H 5.2368 1.0459 1.2129 0.08 -0.01 0.08
H 5.0275 2.7937 1.1244 0.01 0.02 -0.01
H 6.5797 0.3683 -1.2423 -0.02 0.02 0.06
H 6.8258 -1.9319 -2.0661 0.00 -0.02 0.04
H 4.8155 -3.2654 -2.5773 0.02 0.02 0.00
H 1.3519 -2.0869 -2.2373 -0.16 0.04 -0.02
H 3.0510 -4.5631 -2.7761 0.01 -0.01 0.03
H 1.3448 -4.4687 -2.3462 0.01 -0.03 -0.03
H 2.5895 -4.1095 -1.1318 -0.01 -0.04 0.03
H 3.3013 -2.7202 -4.5004 0.00 -0.01 0.03
H 2.1431 -1.3851 -4.4458 -0.02 0.00 -0.01
H 1.5719 -3.0564 -4.5961 -0.16 -0.02 -0.05
H 2.5813 1.5509 -2.9918 -0.17 -0.22 -0.09
H 0.9571 3.2335 -2.4915 -0.17 -0.05 -0.07
H -0.6903 6.1965 1.4048 -0.02 -0.04 0.01
H -2.8075 6.5366 0.2151 -0.01 -0.01 0.01
H -3.5068 4.9298 -1.5154 0.01 0.01 0.02
H -1.7101 1.7901 -2.2851 0.07 0.03 0.00
H -2.6343 4.2491 -3.8420 -0.01 0.01 -0.01
H -2.2613 2.6461 -4.5179 -0.03 0.03 -0.02
H -0.9770 3.6272 -3.8206 0.02 0.00 0.00
H -4.4194 3.2076 -2.2618 0.00 -0.01 0.02
H -3.9524 1.7962 -1.2931 -0.05 0.04 0.01
H -4.0503 1.6807 -3.0567 -0.05 0.03 0.00
H 1.3872 3.1847 1.1543 0.04 -0.16 0.03
H 1.1237 5.9874 2.3611 0.01 -0.02 0.05
H 2.2028 4.6991 2.8905 0.05 -0.03 0.04
H 0.4593 4.5111 3.0974 0.00 0.06 0.06
H 1.9568 5.9195 -0.0551 0.01 0.01 0.00
H 2.2144 4.3476 -0.8373 0.02 0.04 0.04
H 3.1929 4.8062 0.5643 0.00 0.01 0.00
Cl -1.4642 -1.3770 -5.8581 0.02 -0.05 -0.08
C -1.6684 -1.3065 -4.1129 0.22 0.22 0.17
Cl -3.3383 -0.8086 -3.7581 -0.08 0.05 0.03
Cl -1.4190 -2.9271 -3.4391 0.23 -0.21 -0.06
C -0.6589 -0.2359 -3.4582 -0.07 0.02 -0.26
O -0.0694 0.4652 -4.2432 -0.05 -0.10 0.15
O -0.6625 -0.2549 -2.1852 -0.38 -0.31 -0.25
```
Positions in Å, forces in eV/Å.

Computed properties:
HOMO-LUMO gap = 4.16 eV
E_tot = -4353.49314 Eh
HOMO = -3.16 eV
Net charge = -1
ΔE to the lowest compared entry with this formula, charge and spin = 0.0 kJ/mol